Molecular formula: C39H44N4O5S2
Method: DFT, ωB97M-V with the def2-TZVPD basis set

Each atom is followed by the atoms it is bonded to, with distances in Å.
Cartesian coordinates (Å):
1 N -0.50389 9.00089 -3.15045  C2 1.500, H41 1.038, H42 1.039
2 C -0.33669 9.25053 -1.68056  N1 1.500, C3 1.604, H43 1.157, H44 1.142
3 C -1.66498 9.74433 -0.92999  C2 1.604, O4 1.449, C5 1.607, H45 1.160
4 O -1.69020 11.19191 -0.99963  C3 1.449, H46 0.987
5 C -3.03782 9.14362 -1.50919  C3 1.607, C6 1.606, H47 1.153, H48 1.156
6 C -3.28388 7.65199 -0.96829  C5 1.606, C7 1.550, C11 1.556
7 C -4.43562 7.21946 -0.02592  C6 1.550, C8 1.575, H49 1.147
8 C -4.65695 5.74514 0.48265  C7 1.575, C9 1.547, H50 1.147
9 C -3.63482 4.67838 0.02550  C8 1.547, C10 1.551, C39 1.605
10 C -2.47375 5.11828 -0.90437  C9 1.551, C11 1.545, C12 1.611
11 C -2.27417 6.55955 -1.42479  C6 1.556, C10 1.545, H51 1.136
12 C -1.39868 4.01110 -1.36533  C10 1.611, O13 1.255, C14 1.616
13 O -0.17760 4.27899 -1.47659  C12 1.255
14 C -2.03448 2.56164 -1.69184  C12 1.616, C15 1.547, C38 1.566
15 C -1.48529 1.73941 -2.88212  C14 1.547, C16 1.562, H52 1.150
16 C -2.16378 0.36135 -3.16721  C15 1.562, C17 1.565, H53 1.137
17 C -3.31091 -0.12281 -2.21863  C16 1.565, C18 1.555, H54 1.153
18 C -3.83613 0.72863 -1.02786  C17 1.555, C19 1.598, C38 1.549
19 C -5.01364 0.13329 -0.12590  C18 1.598, C20 1.632, H55 1.145, H56 1.147
20 C -4.29208 -0.53417 1.17668  C19 1.632, C21 1.615, H57 1.140, H58 1.156
21 C -3.67466 -1.99206 0.85682  C20 1.615, S22 1.870, H59 1.141, H60 1.156
22 S -2.08187 -2.21075 1.81167  C21 1.870, C23 1.842
23 C -2.03089 -3.88283 2.58315  S22 1.842, S24 1.694, N25 1.480
24 S -3.08531 -5.06499 1.98349  C23 1.694
25 N -1.16784 -4.28934 3.71463  C23 1.480, C26 1.479, C32 1.474
26 C -1.61185 -3.72965 5.01000  N25 1.479, C27 1.563, C31 1.574
27 C -1.69422 -2.19778 5.30877  C26 1.563, C28 1.548, H61 1.146
28 C -2.15022 -1.74323 6.71695  C27 1.548, C29 1.547, H62 1.140
29 C -2.49289 -2.79954 7.79427  C28 1.547, C30 1.564, H63 1.141
30 C -2.41914 -4.33987 7.53410  C29 1.564, C31 1.550, H64 1.140
31 C -1.98162 -4.78657 6.11635  C26 1.574, C30 1.550, H65 1.153
32 C 0.26590 -4.07131 3.45274  N25 1.474, C33 1.568, C37 1.577
33 C 0.91454 -4.03103 2.02606  C32 1.568, C34 1.572, H66 1.138
34 C 2.45895 -3.84082 1.80539  C33 1.572, C35 1.560, H67 1.149
35 C 3.45817 -3.68942 2.99424  C34 1.560, C36 1.568, H68 1.137
36 C 2.81971 -3.71314 4.42585  C35 1.568, C37 1.568, H69 1.154
37 C 1.27897 -3.90195 4.65002  C32 1.577, C36 1.568, H70 1.148
38 C -3.20802 2.11806 -0.75503  C14 1.566, C18 1.549, C39 1.614
39 C -3.68728 3.12194 0.41434  C9 1.605, C38 1.614, O40 1.260
40 O -4.10345 2.71828 1.53355  C39 1.260
41 H -0.23284 8.03263 -3.40958  N1 1.038
42 H 0.23289 9.57863 -3.60192  N1 1.039
43 H -0.01569 8.24196 -1.21303  C2 1.157
44 H 0.47939 10.03461 -1.52808  C2 1.142
45 H -1.59019 9.37723 0.16827  C3 1.160
46 H -2.44686 11.47908 -0.43453  O4 0.987
47 H -3.12365 9.20793 -2.65680  C5 1.153
48 H -3.89165 9.80972 -1.10366  C5 1.156
49 H -5.19752 7.99407 0.34122  C7 1.147
50 H -5.54169 5.47071 1.15916  C8 1.147
51 H -1.40308 6.75142 -2.12749  C11 1.136
52 H -0.63250 2.17703 -3.51749  C15 1.150
53 H -1.79041 -0.23840 -4.05780  C16 1.137
54 H -3.75730 -1.15281 -2.48192  C17 1.153
55 H -5.58328 -0.63383 -0.75647  C19 1.145
56 H -5.77502 0.93046 0.19096  C19 1.147
57 H -4.96737 -0.49946 2.09500  C20 1.140
58 H -3.38824 0.14378 1.41945  C20 1.156
59 H -4.46818 -2.77429 1.10115  C21 1.141
60 H -3.50120 -2.04453 -0.28438  C21 1.156
61 H -1.40038 -1.49907 4.44919  C27 1.146
62 H -2.18360 -0.62519 6.93505  C28 1.140
63 H -2.80387 -2.47251 8.84264  C29 1.141
64 H -2.69759 -5.07294 8.36128  C30 1.140
65 H -1.91292 -5.91943 5.91379  C31 1.153
66 H 0.27980 -4.15369 1.08983  C33 1.138
67 H 2.89273 -3.85067 0.74105  C34 1.149
68 H 4.58246 -3.55872 2.89158  C35 1.137
69 H 3.55817 -3.62252 5.30752  C36 1.154
70 H 0.95195 -3.93188 5.75009  C37 1.148
71 C 2.18523 -4.07518 -3.05643  C72 1.506, H76 1.091, H77 1.092, H78 1.092
72 C 2.42041 -5.28040 -2.18428  C71 1.506, O73 1.225, N74 1.360
73 O 1.80591 -5.45799 -1.13947  C72 1.225
74 N 3.34942 -6.18664 -2.58976  C72 1.360, C75 1.449, H79 1.010
75 C 4.17229 -6.15530 -3.78182  N74 1.449, H80 1.092, H81 1.092, H82 1.088
76 H 1.41845 -3.44551 -2.60343  C71 1.091
77 H 3.10399 -3.49171 -3.14551  C71 1.092
78 H 1.83741 -4.38845 -4.04286  C71 1.092
79 H 3.45250 -6.96671 -1.95584  N74 1.010
80 H 3.96216 -7.05497 -4.36462  C75 1.092
81 H 5.21943 -6.16481 -3.47377  C75 1.092
82 H 3.98208 -5.27508 -4.39272  C75 1.088
83 C 8.47641 -4.14532 -2.13453  C84 1.506, H88 1.090, H89 1.092, H90 1.092
84 C 7.67924 -4.35153 -3.39495  C83 1.506, O85 1.225, N86 1.361
85 O 7.34750 -5.46533 -3.78114  C84 1.225
86 N 7.32677 -3.25001 -4.11264  C84 1.361, C87 1.448, H91 1.010
87 C 7.62019 -1.86194 -3.82522  N86 1.448, H92 1.092, H93 1.092, H94 1.088
88 H 8.68077 -5.11242 -1.67411  C83 1.090
89 H 9.42877 -3.66495 -2.36760  C83 1.092
90 H 7.90825 -3.53834 -1.42672  C83 1.092
91 H 6.79452 -3.46586 -4.94395  N86 1.010
92 H 6.67452 -1.32386 -3.73127  C87 1.092
93 H 8.18356 -1.44958 -4.66493  C87 1.092
94 H 8.19626 -1.74294 -2.91003  C87 1.088

Output
- SMILES: NC[C@@H](O)Cc1ccc2c(c1)C(=O)c1cccc(CCCSC(=S)N(c3ccccc3)c3ccccc3)c1C2=O.CNC(C)=O.CNC(C)=O
- Strongest force on any atom: 5.04 eV Å⁻¹
- Calculated total energy: -2903.490744 Ha
- LUMO level: -1.178 eV